Entry 1:
21
Properties=species:S:1:pos:R:3:forces:R:3 method="wB97M-V/def2-TZVPD" e_tot_ev=-9968.27268 smiles="C/C=C/C/C=C/N.O" total_charge=0 de_lowest_kcal_mol=66.9 homo_lumo_gap_ha=0.30255
C -0.673531 3.244370 0.814055 0.9 1.9 1.5
C 0.046637 2.139958 0.118976 0.3 -1.0 1.3
C 0.532284 1.134836 0.876363 0.8 0.7 -0.4
C 1.051833 -0.074903 0.178741 1.2 -0.6 -0.5
C -0.081010 -0.972172 -0.239449 1.1 0.3 -0.5
C -1.393526 -0.841893 -0.077114 0.4 -1.2 -0.6
N -2.182452 -1.805036 -0.785001 -0.8 1.5 0.8
H -1.357344 3.926739 0.325965 0.1 -0.1 -1.0
H -1.284299 2.876931 1.632976 0.0 -0.4 0.1
H 0.070219 3.936478 1.340464 -0.8 -0.7 -0.7
H 0.256713 2.079229 -0.949281 -0.6 0.2 0.1
H 0.652977 1.201026 1.967190 -0.8 0.0 -0.4
H 1.728427 0.262920 -0.668811 -1.2 -0.4 0.3
H 1.769503 -0.777784 0.670657 -0.5 0.9 0.5
H 0.332251 -1.832480 -0.774966 -0.6 0.1 0.1
H -1.839348 -0.050630 0.534067 -0.2 -0.4 -0.6
H -3.003984 -2.170822 -0.333543 0.0 0.0 0.1
H -1.619969 -2.509403 -1.203718 0.2 -0.5 -0.2
O 2.391492 -2.867517 -0.930917 0.3 -2.6 0.0
H 2.016671 -3.072579 -1.794795 -0.2 0.7 -0.4
H 2.586455 -3.827268 -0.701861 0.0 1.8 0.3

***

Entry 2:
100
Properties=species:S:1:pos:R:3:forces:R:3 method="wB97M-V/def2-TZVPD" e_tot_ev=-56480.09702 total_charge=+2 de_lowest_kcal_mol=0.2 homo_lumo_gap_ha=0.29560
C -1.079225 -3.249086 -7.560540 0.0 0.0 0.0
C -0.458287 -3.322712 -6.397548 0.1 0.1 0.3
C -1.166269 -3.193494 -5.080436 -0.2 -0.6 -0.5
H -2.242142 -3.137074 -5.259283 0.1 0.1 0.1
N -0.759114 -1.988775 -4.302347 -0.1 0.0 -0.1
C -0.795482 -0.750072 -5.118217 0.1 0.8 -0.4
H -1.699114 -0.772358 -5.728980 0.0 -0.1 0.0
H 0.067467 -0.701989 -5.780884 -0.1 -0.1 0.0
C -0.846546 0.395080 -4.104232 0.1 0.0 0.0
H -1.447900 1.219114 -4.485060 0.1 0.0 0.0
H 0.149904 0.789804 -3.903505 0.0 0.0 0.0
C -1.484877 -0.206540 -2.829930 -0.1 0.1 -0.1
C -2.805007 0.423885 -2.452233 0.1 -0.1 0.3
C -3.913382 0.651592 -3.239287 0.1 0.0 0.2
C -5.048127 1.190746 -2.649758 -0.1 0.0 -0.1
C -5.062119 1.482780 -1.294474 0.0 0.0 -0.1
C -3.950931 1.262135 -0.497314 0.2 -0.1 0.1
C -2.819034 0.722543 -1.091170 -0.5 0.2 -0.5
N -1.592134 0.457488 -0.521040 0.2 -0.1 -0.1
C -1.375109 0.467689 0.831809 0.1 0.2 0.4
C -0.237961 0.708977 1.496760 -0.1 0.0 -0.2
C 1.046766 1.128875 0.822621 -0.5 0.1 -0.3
N 1.786122 -0.030977 0.300650 -0.2 0.1 0.1
C 1.219609 -1.142020 -0.266275 -0.1 -0.2 -0.4
C 0.131514 -1.225560 -1.043207 0.2 0.1 0.1
C -0.635530 -0.017705 -1.533436 0.5 0.1 0.2
H 0.088963 0.783804 -1.734227 -0.1 -0.1 -0.1
C -0.290032 -2.616908 -1.470543 0.0 -0.3 0.2
C 0.629372 -3.104157 -2.563694 -0.1 0.1 -0.1
C 1.416806 -4.172704 -2.538057 0.0 0.0 0.1
C 1.639924 -5.153978 -1.428179 0.1 -0.4 -0.2
H 2.691031 -5.471947 -1.469638 -0.2 0.0 0.0
H 1.020391 -6.043875 -1.627319 0.1 0.1 0.0
O 1.344678 -4.619269 -0.155972 0.0 0.1 0.2
H 1.525143 -5.292718 0.508844 0.0 0.0 0.0
H 2.002088 -4.409991 -3.417925 0.0 0.0 -0.2
C 0.611616 -2.182521 -3.752256 0.9 -0.3 0.4
H 0.985784 -1.209697 -3.428788 -0.1 0.0 -0.1
H 1.254439 -2.549743 -4.551832 -0.1 0.1 0.0
C -1.703720 -2.612674 -2.038143 0.2 -0.1 -0.1
C -1.749069 -1.673779 -3.223042 -0.6 0.1 0.7
H -2.737045 -1.717888 -3.693471 0.2 0.0 -0.1
H -2.001563 -3.622865 -2.322021 -0.1 0.0 0.0
H -2.415326 -2.252959 -1.293173 -0.1 0.0 -0.1
H -0.230530 -3.291349 -0.618684 -0.1 0.1 -0.2
H 1.749673 -2.062479 -0.051708 0.1 -0.2 0.1
C 3.127749 0.067668 0.602448 0.6 0.3 0.1
C 4.166539 -0.764726 0.211573 -0.2 0.0 0.0
C 5.452256 -0.429584 0.603550 0.0 0.0 0.1
C 5.705169 0.710241 1.351215 0.2 0.0 0.1
C 4.662726 1.539877 1.739914 -0.1 -0.1 -0.1
C 3.379573 1.211212 1.358746 -0.2 -0.3 -0.1
C 2.079269 1.899236 1.703352 0.2 0.1 0.0
C 1.862774 1.773508 3.228976 0.4 -0.9 -0.2
C 1.125316 0.500336 3.580408 -0.2 0.1 0.1
C -0.282467 0.571491 3.005373 -0.2 -0.2 0.1
C -0.973103 1.772929 3.601300 0.0 -0.1 0.0
C -2.131191 1.784444 4.250162 0.0 -0.2 -0.2
C -3.044379 0.641600 4.574126 -0.2 0.1 0.3
O -2.927363 -0.432518 3.665043 0.0 -0.2 -0.2
H -3.554224 -1.118537 3.919299 0.0 0.0 0.0
H -4.074268 1.023802 4.574681 0.1 0.0 0.1
H -2.817943 0.305059 5.599068 -0.1 0.1 -0.1
H -2.500767 2.726834 4.633594 0.1 0.2 0.1
C -0.255235 3.060552 3.295036 -1.0 0.0 -0.1
H -0.723608 3.900681 3.809917 0.1 0.0 0.0
H -0.326303 3.226885 2.217807 0.1 0.1 0.0
N 1.190737 3.043919 3.654683 0.0 0.1 0.1
C 1.911667 4.055344 2.834228 0.4 0.5 -0.6
H 1.354144 4.991318 2.809638 0.0 -0.1 0.2
H 2.882657 4.238288 3.297444 -0.1 -0.1 0.1
C 2.087138 3.423464 1.455578 -0.1 0.0 0.0
H 3.025901 3.739254 1.002995 0.0 0.0 0.0
H 1.285695 3.720827 0.778518 0.0 0.0 0.0
C 1.371136 3.378934 5.101235 0.0 0.2 0.9
C 0.430362 2.706027 6.054825 0.1 0.0 -0.1
C -0.424523 3.379442 6.802792 0.1 0.0 0.0
H -1.051332 2.885901 7.523435 -0.1 -0.2 0.2
H -0.523762 4.451123 6.744128 0.0 0.2 -0.1
H 0.523815 1.637591 6.166437 0.0 -0.1 0.1
H 1.240596 4.460176 5.196087 0.0 -0.1 -0.1
H 2.401703 3.131781 5.372213 0.0 0.1 -0.2
H -0.838446 -0.326827 3.266762 0.2 0.1 0.0
H 1.091572 0.337915 4.656285 0.1 -0.1 0.0
H 1.673557 -0.334599 3.139836 0.1 0.0 0.0
H 2.847884 1.776164 3.707478 -0.1 0.2 0.0
H 4.864655 2.428182 2.320839 0.0 0.1 0.1
H 6.716311 0.955209 1.631983 0.1 0.0 0.0
H 6.274048 -1.064278 0.311989 0.1 -0.1 0.0
H 3.983548 -1.644421 -0.384131 0.0 -0.1 -0.1
H 0.787858 1.785953 -0.019150 0.1 0.0 0.1
H -2.260481 0.260291 1.420592 -0.1 -0.1 0.1
H -3.967552 1.508809 0.551974 0.0 0.1 0.1
H -5.953090 1.899709 -0.852262 -0.1 0.1 0.0
H -5.921864 1.384154 -3.250138 -0.1 0.0 -0.1
H -3.905670 0.427637 -4.296224 0.0 0.0 -0.2
H -0.955697 -4.066432 -4.456626 -0.1 0.1 0.1
H 0.601102 -3.532409 -6.362690 0.2 0.0 -0.1
H -0.553477 -3.382827 -8.488958 0.2 0.0 -0.2
H -2.139579 -3.072637 -7.638277 -0.2 0.0 0.1

***

Entry 3:
29
Properties=species:S:1:pos:R:3:forces:R:3 method="wB97M-V/def2-TZVPD" e_tot_ev=-34621.34320 smiles="SP(N1CCCC1)n1cncn1.C=C" total_charge=0 de_lowest_kcal_mol=12.2 homo_lumo_gap_ha=0.34112
S 1.217036 0.474242 2.337659 -0.3 -0.1 -0.3
P 0.596328 0.617565 0.217400 0.4 1.3 0.3
N -1.042449 0.658169 0.260169 -1.9 -1.6 0.5
C -1.835149 -0.533438 0.697443 -0.6 0.6 3.1
C -3.313758 0.018567 0.818427 -0.4 -3.9 -2.3
C -3.384272 1.024791 -0.271725 -0.5 -0.6 -1.9
C -1.954624 1.478412 -0.547855 -0.4 2.2 0.4
N 0.902465 -1.078373 -0.141185 -0.2 -0.1 -0.7
C 1.993174 -1.870778 0.013684 -1.1 -1.6 1.2
N 1.972095 -2.837222 -0.866502 0.7 -0.6 0.0
C 0.882082 -2.569515 -1.609191 1.8 -0.7 -0.8
N 0.248930 -1.525435 -1.264332 -1.5 2.3 0.7
H 0.569176 1.600764 2.722171 0.2 -0.3 -0.3
H -1.438374 -0.870764 1.715421 -0.5 0.6 -1.2
H -1.781658 -1.426528 0.111470 0.2 -0.1 -1.1
H -3.475586 0.409606 1.771143 -0.4 0.6 1.5
H -4.128121 -0.833955 0.522527 2.0 1.8 1.3
H -3.792316 0.615791 -1.219961 0.5 -0.6 0.5
H -4.152404 1.757329 -0.162873 0.0 1.2 0.9
H -1.773010 1.275504 -1.571311 0.4 0.4 -1.1
H -1.993137 2.597268 -0.334256 1.1 -1.3 -0.2
H 2.386634 -2.160379 0.975709 0.9 1.2 0.2
H 0.715805 -3.081133 -2.515608 -0.6 -0.6 -0.7
C 3.458715 0.995380 -0.874565 1.9 -2.8 -0.4
C 4.108307 1.070520 0.273929 -0.1 -0.7 1.5
H 3.492531 0.113573 -1.571805 0.0 1.0 0.8
H 2.990513 1.861073 -1.155763 -1.4 1.7 -1.1
H 4.689512 0.260479 0.812643 -0.7 1.0 -1.0
H 3.841561 1.958483 0.857123 0.7 -0.2 0.1